Density functional theory data (the ωB97M-V functional and the def2-TZVPD basis) for a 2-piece molecular cluster, C3H9NO3 overall.

Last column: Löwdin charge in e.
Geometry (Å):
H 1.177 0.742 1.025  0.17
H -1.500 -1.989 -0.911  0.16
O 0.512 3.748 0.249  -0.01
C -0.733 -0.304 1.078  -0.41
N -0.320 -1.654 0.804  -0.04
C 0.250 -0.674 -1.682  -0.23
O 0.484 0.489 -1.409  0.02
H 0.136 -2.862 -0.861  0.14
H -1.154 0.313 0.268  0.12
H 0.269 3.249 -0.451  -0.04
O 0.340 0.352 1.580  -0.12
H 0.739 -1.673 0.925  0.12
H -1.396 -0.165 1.970  0.14
H 0.508 -1.007 -2.720  0.12
C -0.317 -1.781 -0.755  -0.17
H 1.004 3.216 0.890  0.04

Computed properties:
E_HOMO, eV: -9.57
Largest force on an atom, eV/A: 6.81
Orbital gap, eV: 9.9
Lowest unoccupied orbital energy, eV: 0.35
Electronic energy, eV: -10886.54662
SMILES: O=CCNCO.O

Density functional theory data (the ωB97M-V functional and the def2-TZVPD basis) for one molecule with the formula C3H5NO4.

Last column: Löwdin charge in e.
Geometry (Å):
H 0.592 1.495 1.171  0.13
C 0.231 0.522 0.842  0.00
C 1.248 -0.264 0.039  -0.48
O -1.401 -1.644 0.198  -0.01
O 2.068 0.545 -0.717  0.11
N -1.355 -0.508 -0.606  0.01
H -0.150 -0.072 1.674  0.13
C -0.875 0.716 -0.203  -0.47
H -2.040 -0.542 -1.351  0.16
H 1.976 1.492 -0.540  0.12
O 1.359 -1.461 0.047  0.11
O -1.156 1.754 -0.745  0.09
H -0.497 -2.031 0.191  0.09

Computed properties:
E_HOMO, eV: -10.10
Largest force on an atom, eV/A: 1.75
Orbital gap, eV: 10.6
Lowest unoccupied orbital energy, eV: 0.52
Electronic energy, eV: -12871.02294
SMILES: O=C(O)CC(=O)NO

Density functional theory data (the ωB97M-V functional and the def2-TZVPD basis) for C25H38AlBBrCl5FLi2N3O12P as an isolated structure.

Last column: Löwdin charge in e.
Geometry (Å):
C -0.927 3.214 -1.163  0.03
C 0.241 -2.776 2.028  -0.13
C -6.009 -0.523 -2.652  -0.61
O 0.659 4.772 2.025  0.06
H 2.225 -0.935 -0.141  0.09
C 4.816 -3.154 -2.272  -0.32
C 2.015 -1.691 0.611  -0.01
C -0.299 -1.939 -0.218  -0.03
O -4.331 6.223 -0.390  -0.11
C 1.950 3.330 0.006  -0.02
H 1.199 -0.934 4.782  0.10
H -0.069 -1.240 -1.022  0.07
C -1.056 -0.088 3.691  -0.02
C -1.795 4.159 -0.712  -0.06
H -0.521 1.150 -1.447  0.13
H -1.537 -1.061 3.592  0.08
O -5.792 4.161 0.191  -0.19
C 0.944 1.283 3.230  -0.09
H 1.804 -3.166 3.480  0.11
Cl -4.626 -0.599 -1.536  0.64
F 5.152 -4.619 -5.468  -0.52
H -4.894 6.828 0.113  0.10
N -4.094 4.965 1.910  -0.14
C -1.364 5.592 -0.696  -0.42
O -0.571 5.953 0.343  0.25
H -5.847 1.614 -2.859  0.08
H -3.936 5.916 2.217  0.00
P -4.334 4.841 0.391  0.48
O 0.333 0.663 0.770  -0.22
C 0.887 -2.577 3.412  -0.16
H -6.156 4.353 -0.686  0.07
C 3.614 -5.241 -2.964  -0.03
C -3.371 2.402 -0.303  -0.07
C 3.517 -3.958 -2.340  -0.36
H -1.366 -1.862 0.022  0.07
C 0.805 -3.682 -5.417  -1.52
H -5.647 -0.768 -3.649  0.10
O 4.595 -6.973 -4.072  -0.49
C -6.602 0.857 -2.671  -0.57
B 0.491 5.095 0.688  -0.82
O 7.084 -5.660 -3.717  0.06
C 6.004 -3.799 -2.737  0.19
H 6.920 -3.234 -2.610  0.14
O 4.854 -2.011 -1.827  0.10
H 1.939 1.330 2.763  0.04
H -2.659 0.514 -0.655  0.08
H -4.319 2.032 0.046  0.10
H 2.491 -1.944 6.552  0.04
Br 5.600 -7.646 -5.482  0.86
H 1.278 2.665 0.543  0.06
C 0.546 -1.658 1.024  -0.52
N -2.454 1.502 -0.701  0.10
H -0.845 -2.846 2.150  0.11
Li -7.916 1.689 1.314  0.82
H 0.225 -2.971 4.185  0.11
H 3.649 -1.224 7.229  0.05
H 1.390 5.314 2.395  -0.15
C 1.221 -1.112 3.702  -0.18
C 6.070 -5.105 -3.347  -0.40
O 3.159 -1.267 6.401  -0.06
C -1.247 1.880 -1.137  0.01
H 0.355 2.100 2.825  0.08
C 0.322 -0.084 3.007  -0.52
H 2.722 -5.847 -3.057  0.12
H -1.703 0.660 3.230  0.08
Al 3.002 5.334 3.851  0.60
Li 3.267 0.931 4.131  0.60
H 2.261 -2.653 0.169  0.07
Cl 0.909 -1.930 -5.158  0.49
H -0.106 -2.944 -0.594  0.09
O -1.746 6.358 -1.526  0.19
H -7.373 0.939 -3.433  0.09
H 0.312 -3.844 -6.366  0.00
H 2.703 -1.531 1.448  0.07
C 4.740 -5.801 -3.491  -0.35
H 2.897 3.448 0.523  0.09
Cl -0.211 -4.421 -4.157  0.49
H -0.983 0.143 4.761  0.08
C -3.088 3.735 -0.276  -0.15
O 2.500 -3.468 -1.890  0.05
H -6.725 -1.283 -2.353  0.08
O 1.332 4.614 -0.251  0.06
Cl -7.391 1.276 -1.097  0.50
H 2.144 2.885 -0.963  0.11
Cl 2.396 -4.406 -5.474  0.68
H 0.550 -3.738 1.619  0.12
H 2.270 -0.943 3.394  0.08
N 0.112 -0.391 1.597  -0.17
H 1.047 1.475 4.312  0.08
H 0.042 3.494 -1.525  0.13

Computed properties:
E_HOMO, eV: -6.28
Largest force on an atom, eV/A: 2.88
Orbital gap, eV: 1.1
Lowest unoccupied orbital energy, eV: -5.16
Electronic energy, eV: -207909.67430
Net charge: +1

Density functional theory data (the ωB97M-V functional and the def2-TZVPD basis) for one molecule with the formula C5H7N.

Last column: Löwdin charge in e.
Geometry (Å):
H -1.109 -0.451 2.191  0.03
H -0.350 1.470 0.462  0.12
C -0.619 -0.716 1.221  0.12
H 1.079 -0.565 -1.356  0.12
H -0.856 -1.802 1.105  0.03
C 1.914 -0.250 0.543  -0.27
C 1.120 0.220 -0.591  -0.17
C -0.297 0.517 -0.075  -0.40
H 1.644 1.072 -1.050  0.13
C -1.366 0.373 -1.003  0.03
N 2.538 -0.603 1.449  0.15
H -2.257 0.997 -0.973  0.06
H -1.259 -0.230 -1.909  0.06

Computed properties:
E_HOMO (spin up / spin down), eV: -8.72 / -8.48
Largest force on an atom, eV/A: 3.23
Orbital gap (spin up / spin down), eV: 8.4 / 8.7
Lowest unoccupied orbital energy (spin up / spin down), eV: -0.28 / 0.19
Electronic energy, eV: -6783.56185

Density functional theory data (the ωB97M-V functional and the def2-TZVPD basis) for one molecule with the formula C2H5O.

Last column: Löwdin charge in e.
Geometry (Å):
H -0.266 0.867 -1.242  0.12
H -0.208 0.877 1.202  0.07
C 0.365 0.072 0.733  -0.09
H 1.373 0.459 0.630  0.07
O -1.557 -0.508 -0.678  0.00
H 0.192 -0.865 1.246  0.07
H 0.348 -0.830 -1.210  0.12
C -0.247 -0.072 -0.681  -0.37

Computed properties:
E_HOMO (spin up / spin down), eV: -10.64 / -10.05
Largest force on an atom, eV/A: 2.12
Orbital gap (spin up / spin down), eV: 11.8 / 8.8
Multiplicity: 2
Lowest unoccupied orbital energy (spin up / spin down), eV: 1.14 / -1.30
Electronic energy, eV: -4200.11146
Expectation value of S²: 0.754

Density functional theory data (the ωB97M-V functional and the def2-TZVPD basis) for a 2-piece molecular cluster, C3H5N overall.

Last column: Löwdin charge in e.
Geometry (Å):
H 0.752 1.353 -0.234  0.03
H 2.711 0.281 0.752  -0.03
H -2.886 -0.142 0.759  0.05
N 2.514 -0.185 -0.135  0.04
C -2.222 -0.201 -0.086  0.00
C -0.947 0.089 0.005  -0.19
H 2.431 -1.181 0.077  -0.03
C 0.309 0.395 -0.090  0.05
H -2.663 -0.409 -1.048  0.06

Computed properties:
E_HOMO (spin up / spin down), eV: -9.07 / -9.85
Largest force on an atom, eV/A: 2.55
Orbital gap (spin up / spin down), eV: 8.6 / 9.0
Lowest unoccupied orbital energy (spin up / spin down), eV: -0.44 / -0.86
Electronic energy, eV: -4676.60318